C6H12 in the gas phase. Source: OMol25; level of theory: the ωB97M-V functional and the def2-TZVPD basis.

Last column: natural (NBO) charge in e.
Cartesian coordinates (Å):
C 2.05 -0.23 0.62  -0.60
C 0.80 0.11 -0.19  -0.22
C -0.14 1.06 0.57  -0.40
C -1.55 0.82 -0.01  -0.41
C -1.50 -0.56 -0.73  -0.41
C -0.07 -1.10 -0.54  -0.40
H 1.76 -0.82 1.50  0.20
H 2.55 0.68 0.98  0.21
H 2.77 -0.81 0.04  0.21
H 1.09 0.61 -1.13  0.19
H 0.19 2.10 0.48  0.21
H -0.12 0.81 1.64  0.19
H -2.31 0.85 0.77  0.21
H -1.81 1.61 -0.72  0.20
H -2.25 -1.25 -0.35  0.21
H -1.71 -0.43 -1.80  0.20
H -0.04 -1.82 0.29  0.19
H 0.30 -1.63 -1.43  0.21

The calculation puts the HOMO energy at -11.0 eV. As for the relative energy (zero: lowest compared OMol25 entry of this formula, charge and spin): 0.123 eV. As for the total charge: 0. The frontier orbital gap is 12.288 eV.